Arrangement 1

116
Properties=species:S:1:pos:R:3 method="wB97M-V/def2-TZVPD" e_homo_ha="-0.437 / -0.435" total_charge=+2
W 0.18 -0.39 0.31
C 1.66 2.36 2.35
C 2.99 1.78 1.88
As 2.74 0.09 0.92
C 4.04 0.05 -0.48
C 3.62 0.20 -1.80
C 4.56 0.23 -2.82
C 5.91 0.10 -2.52
C 6.33 -0.06 -1.20
C 5.39 -0.08 -0.18
C 3.18 -1.27 2.22
C 3.63 -2.52 1.79
C 3.85 -3.53 2.71
C 3.61 -3.31 4.06
C 3.16 -2.06 4.49
C 2.95 -1.04 3.57
As 0.31 2.30 0.95
C 1.19 3.34 -0.41
C 1.46 2.74 -1.63
C 2.18 3.43 -2.60
C 2.62 4.72 -2.34
C 2.36 5.32 -1.12
C 1.65 4.63 -0.15
C -1.16 3.24 1.73
C -1.52 4.52 1.33
C -2.63 5.13 1.90
C -3.38 4.46 2.86
C -3.01 3.18 3.26
C -1.90 2.56 2.69
H 1.79 3.42 2.59
H 1.24 1.86 3.22
H 3.47 2.46 1.18
H 3.69 1.62 2.70
H 2.57 0.28 -2.03
H 4.24 0.34 -3.84
H 6.64 0.13 -3.31
H 7.38 -0.15 -0.97
H 5.71 -0.21 0.85
H 3.82 -2.69 0.73
H 4.22 -4.49 2.38
H 3.79 -4.09 4.78
H 2.98 -1.88 5.54
H 2.59 -0.08 3.92
H 1.11 1.73 -1.82
H 2.39 2.96 -3.55
H 3.18 5.26 -3.10
H 2.72 6.32 -0.92
H 1.46 5.11 0.81
H -0.95 5.05 0.57
H -2.91 6.13 1.60
H -4.24 4.93 3.30
H -3.59 2.66 4.01
H -1.61 1.56 3.00
C -4.00 -2.14 -2.95
C -3.03 -1.77 -1.82
C -3.83 -1.58 -0.52
C -2.05 -2.93 -1.57
P -2.11 -0.18 -2.18
N -0.86 -0.13 -1.12
C -3.24 1.27 -1.81
C -2.55 2.58 -2.21
C -3.50 1.32 -0.28
C -4.59 1.17 -2.52
C -1.38 -0.17 -3.91
C -0.85 -1.56 -4.30
C -0.15 0.75 -3.93
C -2.40 0.29 -4.96
H -4.59 -2.99 -2.61
H -3.50 -2.43 -3.86
H -4.70 -1.34 -3.18
H -4.23 -2.56 -0.24
H -4.68 -0.91 -0.65
H -3.21 -1.23 0.30
H -2.66 -3.82 -1.39
H -1.45 -2.75 -0.68
H -1.39 -3.14 -2.40
H -1.58 2.70 -1.73
H -3.19 3.40 -1.88
H -2.43 2.69 -3.29
H -2.70 0.87 0.31
H -4.43 0.83 -0.02
H -3.58 2.36 0.02
H -4.51 1.15 -3.60
H -5.17 2.06 -2.25
H -5.17 0.30 -2.20
H -0.12 -1.93 -3.58
H -0.34 -1.45 -5.26
H -1.64 -2.29 -4.44
H 0.61 0.40 -3.23
H -0.37 1.79 -3.73
H 0.28 0.70 -4.94
H -3.31 -0.31 -4.96
H -1.93 0.16 -5.95
H -2.66 1.33 -4.87
O -0.46 -2.09 1.52
C -0.34 -1.46 2.64
O 0.08 -0.27 2.54
C -0.63 -2.09 3.92
C -0.47 -1.35 5.10
C -0.74 -1.94 6.32
C -1.17 -3.26 6.37
C -1.34 -4.00 5.20
C -1.07 -3.41 3.98
H -0.13 -0.33 5.04
H -0.62 -1.38 7.23
H -1.38 -3.72 7.33
H -1.68 -5.02 5.25
H -1.21 -3.97 3.06
N 2.00 -4.81 -1.39
C 1.34 -3.91 -0.66
N 0.62 -4.32 0.38
S 1.48 -2.26 -1.13
H 1.97 -5.79 -1.18
H 2.55 -4.50 -2.17
H 0.61 -5.29 0.64
H 0.12 -3.64 0.94

---

Arrangement 2

116
Properties=species:S:1:pos:R:3 method="wB97M-V/def2-TZVPD" e_homo_ha="-0.438 / -0.438" total_charge=+2
W -0.07 0.35 -0.24
C 3.26 -0.23 1.54
C 2.10 -0.81 2.34
As 0.65 0.51 2.37
C 1.62 2.03 3.11
C 2.56 1.76 4.10
C 3.23 2.80 4.72
C 2.95 4.12 4.37
C 2.00 4.39 3.40
C 1.33 3.34 2.77
C -0.43 -0.05 3.89
C -1.18 0.92 4.56
C -1.94 0.55 5.66
C -1.96 -0.77 6.08
C -1.20 -1.73 5.42
C -0.44 -1.36 4.32
As 2.62 0.78 -0.04
C 3.75 0.11 -1.48
C 3.71 -1.24 -1.79
C 4.51 -1.74 -2.81
C 5.34 -0.88 -3.53
C 5.37 0.47 -3.22
C 4.58 0.97 -2.19
C 3.23 2.61 0.20
C 4.28 2.98 1.02
C 4.66 4.32 1.08
C 4.01 5.27 0.32
C 2.97 4.89 -0.53
C 2.58 3.56 -0.58
H 3.92 -1.02 1.17
H 3.86 0.45 2.14
H 2.41 -1.14 3.33
H 1.66 -1.67 1.82
H 2.77 0.74 4.41
H 3.97 2.59 5.49
H 3.47 4.93 4.86
H 1.77 5.41 3.13
H 0.59 3.56 2.01
H -1.15 1.95 4.24
H -2.52 1.30 6.19
H -2.55 -1.06 6.94
H -1.20 -2.75 5.76
H 0.16 -2.11 3.81
H 3.06 -1.91 -1.24
H 4.49 -2.79 -3.05
H 5.96 -1.27 -4.32
H 6.02 1.14 -3.77
H 4.62 2.03 -1.94
H 4.81 2.25 1.61
H 5.48 4.61 1.73
H 4.31 6.31 0.36
H 2.49 5.63 -1.15
H 1.78 3.25 -1.26
C -2.04 -2.78 -2.63
C -3.08 -1.90 -1.92
C -4.48 -2.48 -2.17
C -2.99 -0.51 -2.59
P -2.67 -1.79 -0.09
N -1.42 -0.77 0.11
C -4.07 -1.04 0.91
C -4.57 0.21 0.17
C -5.25 -1.99 1.14
C -3.53 -0.55 2.27
C -2.15 -3.47 0.57
C -2.11 -3.37 2.09
C -0.72 -3.79 0.09
C -3.10 -4.62 0.19
H -2.19 -2.67 -3.71
H -2.16 -3.83 -2.40
H -1.02 -2.48 -2.40
H -4.58 -2.65 -3.24
H -5.28 -1.80 -1.87
H -4.63 -3.43 -1.67
H -3.09 -0.65 -3.67
H -2.03 -0.03 -2.41
H -3.79 0.15 -2.28
H -5.13 -0.02 -0.73
H -3.75 0.89 -0.06
H -5.25 0.74 0.84
H -5.71 -2.33 0.21
H -6.01 -1.46 1.71
H -4.97 -2.86 1.72
H -2.56 -0.07 2.18
H -3.45 -1.34 3.01
H -4.23 0.19 2.66
H -1.55 -2.50 2.43
H -1.62 -4.27 2.48
H -3.11 -3.33 2.53
H -0.08 -2.91 0.11
H -0.70 -4.20 -0.92
H -0.30 -4.54 0.75
H -4.12 -4.44 0.52
H -2.74 -5.52 0.68
H -3.11 -4.83 -0.88
O 0.73 -1.02 -1.76
C 0.67 -0.11 -2.66
O 0.29 1.05 -2.24
C 1.00 -0.36 -4.05
C 0.89 0.66 -4.99
C 1.20 0.42 -6.32
C 1.62 -0.85 -6.70
C 1.74 -1.87 -5.77
C 1.42 -1.64 -4.45
H 0.56 1.64 -4.67
H 1.12 1.21 -7.05
H 1.87 -1.04 -7.74
H 2.07 -2.85 -6.08
H 1.51 -2.42 -3.71
N -2.24 2.77 -2.10
C -1.36 3.28 -1.26
N -0.72 4.40 -1.55
S -1.04 2.54 0.29
H -2.49 3.23 -2.96
H -2.74 1.94 -1.84
H -0.95 4.96 -2.35
H -0.07 4.77 -0.87

---

Energy ordering: arrangement 2 at the bottom, the next structure 45.8 kJ/mol above.

---

Arrangement 1

14
Properties=species:S:1:pos:R:3 method="wB97M-V/def2-TZVPD" e_homo_ha=-0.146 total_charge=-1
S 1.18 0.33 1.64
H 1.62 -0.87 2.05
H 1.35 -0.71 -0.39
H 2.40 -1.77 -0.78
O 1.72 -1.21 -1.16
H -0.95 1.24 0.48
H -1.84 2.04 1.41
O -1.73 1.83 0.47
H 2.24 0.97 -1.54
H 2.01 1.71 -0.25
O 2.16 1.87 -1.20
H -4.09 -1.70 0.07
H -2.67 -1.54 -0.40
O -3.40 -2.18 -0.39

---

Arrangement 2

14
Properties=species:S:1:pos:R:3 method="wB97M-V/def2-TZVPD" e_homo_ha=-0.131 total_charge=-1
S 1.37 -0.72 2.14
H 0.01 -0.67 2.34
H -2.03 -0.15 -0.22
H -1.46 -0.31 1.22
O -1.80 0.33 0.58
H 1.97 -0.69 -1.00
H 0.83 -0.84 -0.01
O 1.18 -1.20 -0.86
H -0.39 -1.21 -1.87
H -1.13 -0.07 -2.52
O -1.16 -1.03 -2.45
H 1.58 2.05 1.27
H 0.07 2.09 0.74
O 0.97 2.41 0.63

---

Energy ordering: arrangement 1 at the bottom, the next structure 22.2 kJ/mol above.

---

Arrangement 1

8
Properties=species:S:1:pos:R:3 method="wB97M-V/def2-TZVPD" e_homo_ha="-0.365 / -0.489" spin_multiplicity=2 s_squared=0.75 total_charge=+1
O -0.79 -0.95 -0.14
O 0.35 0.79 0.59
C 0.10 -0.64 -1.11
C 0.81 0.46 -0.68
C -0.54 -0.18 0.99
H 1.86 0.65 -0.87
Yb -1.63 -0.38 3.20
H -0.15 0.25 -1.98

---

Arrangement 2

8
Properties=species:S:1:pos:R:3 method="wB97M-V/def2-TZVPD" e_homo_ha="-0.478 / -0.504" spin_multiplicity=2 s_squared=0.76 total_charge=+1
O 0.61 -1.05 -1.14
C 0.43 -0.70 0.16
C 0.40 0.69 0.57
O -0.49 1.25 -0.35
C -1.18 0.14 0.53
Yb -1.30 -0.20 -2.07
H 0.66 -1.43 0.95
H 0.86 1.29 1.35

---

Energy ordering: arrangement 2 at the bottom, the next structure 154.3 kJ/mol above.

---

Arrangement 1

22
Properties=species:S:1:pos:R:3 method="wB97M-V/def2-TZVPD" e_homo_ha="-0.471 / -0.489" total_charge=+1
C -0.57 -0.83 0.04
C 0.94 0.94 0.69
C 0.87 -0.46 0.01
C 1.10 -0.42 -1.50
C 1.91 -1.35 0.78
C -2.36 2.02 0.10
N -1.21 1.38 0.67
N -1.40 -1.77 -0.07
O -0.02 1.71 0.07
H 0.62 0.92 1.79
H 1.84 1.49 0.54
H 0.85 -1.46 -1.87
H 2.07 -0.25 -1.82
H 0.68 0.51 -1.96
H 2.84 -0.94 0.60
H 1.80 -2.39 0.32
H 1.80 -1.41 1.85
H -2.59 2.84 0.78
H -2.43 2.34 -0.92
H -3.20 1.44 0.31
H -1.16 -2.75 -0.24
H -2.39 -1.55 -0.17

---

Arrangement 2

22
Properties=species:S:1:pos:R:3 method="wB97M-V/def2-TZVPD" e_homo_ha=-0.502 smiles="CC1=[NH+]N(C(C)C)CO1" total_charge=+1
C -1.13 -3.22 0.04
C -1.00 -1.81 -0.22
N 0.14 -1.27 -0.19
N -0.35 0.21 -0.92
C 0.19 1.36 -0.27
C 1.73 1.36 -0.51
C -0.07 1.85 1.16
C -1.66 0.01 -1.27
O -2.02 -1.19 -0.68
H -2.08 -3.51 0.50
H -0.26 -3.42 0.59
H -1.07 -3.76 -0.85
H 1.13 -1.43 -0.17
H -0.17 2.22 -0.93
H 2.38 0.85 0.42
H 1.99 0.74 -1.41
H 2.12 2.34 -0.60
H 0.43 1.24 1.88
H -1.10 2.12 1.43
H 0.55 2.66 1.25
H -1.82 -0.37 -2.44
H -2.53 0.77 -0.95

---

Energy ordering: arrangement 2 at the bottom, the next structure 165.6 kJ/mol above.

---

Arrangement 1

25
Properties=species:S:1:pos:R:3 method="wB97M-V/def2-TZVPD" e_homo_ha="-0.319 / -0.319"
C 4.36 0.99 0.44
C 3.44 0.48 -0.66
O 2.03 0.41 -0.19
C 1.48 -0.79 -0.42
O 2.11 -1.80 -0.48
N 0.17 -0.72 -0.37
C -0.70 -1.64 -0.26
C -0.36 -3.01 0.17
N -1.95 -1.56 -0.04
O -3.03 -2.07 -0.18
H 3.90 0.44 1.28
H 5.42 0.62 0.30
H 4.66 2.09 0.39
H 3.68 -0.50 -1.16
H 3.49 1.19 -1.43
H 0.45 -3.03 0.82
H -0.04 -3.45 -0.79
H -1.02 -3.71 0.62
C -4.99 1.57 -0.50
C -3.97 0.48 -0.24
O -2.79 0.69 -0.01
H -5.06 2.18 0.41
H -5.94 1.34 -0.95
H -4.40 2.36 -1.13
H -4.43 -0.56 -0.13

---

Arrangement 2

25
Properties=species:S:1:pos:R:3 method="wB97M-V/def2-TZVPD" e_homo_ha="-0.235 / -0.235"
C 0.13 2.33 -0.46
C 0.73 1.26 -1.17
C 1.19 1.34 1.06
C -2.29 0.61 -0.17
C -2.04 -0.69 0.64
C -0.94 -1.52 0.16
C 1.91 -0.68 -0.09
N 0.45 2.52 0.73
N 1.40 0.53 -0.16
O -0.68 -1.52 -1.15
O -0.35 -2.29 0.89
O 2.03 -1.51 -1.19
O 2.61 -1.02 1.01
H -0.50 3.01 -1.10
H 0.37 0.82 -2.18
H 2.18 1.47 1.48
H -1.43 1.30 -0.06
H -2.52 0.31 -1.24
H -3.15 1.12 0.24
H -2.00 -0.47 1.75
H -2.89 -1.37 0.54
H -0.27 -2.32 -1.45
H 0.57 0.81 1.79
H 2.88 -2.10 -1.10
H 2.60 -1.95 1.21

---

Energy ordering: arrangement 2 at the bottom, the next structure 327.0 kJ/mol above.

---

Arrangement 1

6
Properties=species:S:1:pos:R:3 method="wB97M-V/def2-TZVPD" e_homo_ha=-0.325
C -0.42 1.28 0.70
Si 0.23 0.07 -0.57
P -0.50 2.16 -0.72
H -0.45 1.43 1.70
H 1.50 -0.33 -0.75
H -0.72 -1.51 -0.56

---

Arrangement 2

6
Properties=species:S:1:pos:R:3 method="wB97M-V/def2-TZVPD" e_homo_ha=-0.327
C 1.68 -2.18 1.03
Si -1.46 1.37 -0.99
P 0.88 -1.18 1.90
H 2.48 -2.67 0.54
H -1.78 2.08 -2.25
H -1.80 2.57 -0.22

---

Energy ordering: arrangement 1 at the bottom, the next structure 147.0 kJ/mol above.